Entry from OMol25: a 2-piece molecular cluster, C3H6N2O overall (ωB97M-V/def2-TZVPD).

XYZ file:
```
12
Properties=species:S:1:pos:R:3:forces:R:3
C -0.203 1.643 -0.594 0.17 0.05 0.05
C 0.517 0.926 0.228 0.33 0.41 0.36
N 1.177 0.461 1.163 -0.63 0.30 -0.21
O 2.140 -0.484 0.815 0.37 -0.04 0.03
H -1.138 1.305 -1.023 0.17 0.03 0.22
H 0.159 2.629 -0.846 0.07 0.02 -0.19
H 2.554 -0.660 1.671 -0.03 -0.05 -0.20
C -0.705 -1.336 -0.191 -0.36 -0.30 0.11
N -1.843 -0.863 0.108 0.22 -0.28 -0.28
H -0.274 -1.369 -1.198 -0.14 0.03 0.05
H -0.070 -1.739 0.598 -0.14 -0.05 -0.04
H -2.313 -0.512 -0.730 -0.04 -0.11 0.08
```
Forces are in eV/Å.

Values from the calculation:
**HOMO**: -0.3566 Eh
**SMILES**: C=C=NO.C=N
**Spin multiplicity**: 1
**ΔE to the lowest compared entry with this formula, charge and spin**: 114.9 kcal per mole
**Net charge**: 0
**HOMO-LUMO gap**: 10.42 eV

Entry from OMol25: one molecule with the formula C3H6N2O (ωB97M-V/def2-TZVPD).

XYZ file:
```
12
Properties=species:S:1:pos:R:3:forces:R:3
N -0.019 0.404 -1.722 -0.16 0.02 0.12
C -0.277 1.082 -0.574 -0.05 0.16 -0.04
O -0.715 2.202 -0.469 0.35 -0.32 -0.05
C -0.724 -1.060 0.699 -0.01 -0.14 0.29
C 0.748 -0.936 0.796 0.23 0.02 -0.12
N 0.015 0.345 0.630 -0.07 0.32 -0.03
H -0.480 0.808 -2.525 0.12 -0.05 0.04
H -0.102 -0.605 -1.643 -0.10 0.10 0.04
H -1.164 -1.064 1.705 0.09 -0.10 -0.15
H 1.375 -1.205 -0.056 -0.11 0.08 0.11
H 1.310 -0.949 1.735 -0.13 0.05 -0.13
H 0.033 0.978 1.425 -0.14 -0.15 -0.07
```
Forces are in eV/Å.

Values from the calculation:
**HOMO**: -0.2974 Eh
**Spin multiplicity**: 1
**ΔE to the lowest compared entry with this formula, charge and spin**: 80.1 kcal per mole
**Net charge**: 0
**HOMO-LUMO gap**: 8.92 eV

Entry from OMol25: one molecule with the formula C3H6N2O (ωB97M-V/def2-TZVPD).

XYZ file:
```
12
Properties=species:S:1:pos:R:3:forces:R:3
O 0.251 2.058 0.583 -0.04 -0.01 -0.07
C 0.045 0.956 -0.098 -0.09 0.23 -0.13
N -1.255 0.343 -0.313 -0.08 0.10 -0.19
C -0.758 -1.023 0.007 -0.02 -0.25 0.06
C 0.605 -0.497 0.400 0.16 -0.41 0.20
N 1.040 0.256 -0.836 0.08 0.12 -0.06
H -1.555 0.454 -1.278 0.02 0.01 0.08
H -0.729 -1.706 -0.850 -0.01 0.11 0.11
H -1.325 -1.468 0.829 0.10 0.07 -0.10
H 0.372 0.869 1.177 0.07 -0.02 0.21
H 1.380 -0.956 1.006 -0.12 0.08 -0.09
H 1.927 0.714 -0.627 -0.07 -0.05 -0.01
```
Forces are in eV/Å.

Values from the calculation:
**HOMO**: -0.3246 Eh
**Spin multiplicity**: 1
**ΔE to the lowest compared entry with this formula, charge and spin**: 132.9 kcal per mole
**Net charge**: 0
**HOMO-LUMO gap**: 9.78 eV

Entry from OMol25: one molecule with the formula C3H6N2O (ωB97M-V/def2-TZVPD).

XYZ file:
```
12
Properties=species:S:1:pos:R:3:forces:R:3
H 0.176 1.908 -1.569 -0.32 0.05 -0.20
N 0.199 1.011 -1.097 -0.48 0.12 0.01
C -0.892 0.648 -0.570 0.13 0.02 -0.19
C -0.880 -0.622 0.269 -0.07 0.05 -0.03
N 0.476 -1.109 0.431 0.19 0.04 -0.14
C 1.391 -0.102 0.701 0.29 -0.12 0.29
O 2.565 -0.108 0.427 -0.31 -0.24 0.30
H -1.833 1.205 -0.633 0.03 -0.05 -0.03
H -1.329 -0.421 1.252 0.04 0.07 -0.19
H -1.505 -1.392 -0.196 0.10 0.11 0.06
H 0.799 -1.753 -0.280 0.01 0.10 0.05
H 0.892 0.708 1.275 0.39 -0.14 0.06
```
Forces are in eV/Å.

Values from the calculation:
**HOMO**: -0.3509 Eh
**SMILES**: [H]/N=C/CNC=O
**Spin multiplicity**: 1
**ΔE to the lowest compared entry with this formula, charge and spin**: 33.7 kcal per mole
**Net charge**: 0
**HOMO-LUMO gap**: 10.37 eV

Entry from OMol25: C3H6N2O as an isolated structure (ωB97M-V/def2-TZVPD).

XYZ file:
```
12
Properties=species:S:1:pos:R:3:forces:R:3
O 2.800 0.020 -0.724 0.02 -0.14 -0.04
C 1.542 -0.034 -0.449 -0.20 -0.08 0.04
N 0.676 0.882 -0.012 0.20 -0.09 -0.16
C -0.750 0.574 -0.108 -0.20 0.00 0.02
C -1.065 -0.734 0.609 -0.04 -0.05 0.02
N 1.588 -1.264 -0.769 0.28 0.32 0.02
H 0.989 1.837 -0.102 -0.04 -0.03 0.03
H -1.056 0.518 -1.162 0.05 0.00 0.16
H -1.288 1.406 0.352 0.04 -0.13 -0.04
H -0.819 -0.663 1.672 -0.08 0.03 -0.12
H -2.125 -0.970 0.495 0.09 0.03 0.07
H -0.492 -1.572 0.198 -0.14 0.16 0.00
```
Forces are in eV/Å.

Values from the calculation:
**HOMO**: -0.3464 Eh
**Spin multiplicity**: 1
**ΔE to the lowest compared entry with this formula, charge and spin**: 88.3 kcal per mole
**Net charge**: 0
**HOMO-LUMO gap**: 9.57 eV

Entry from OMol25: one molecule with the formula C3H6N2O (ωB97M-V/def2-TZVPD).

XYZ file:
```
12
Properties=species:S:1:pos:R:3:forces:R:3
C -0.044 -0.822 -1.768 0.77 0.04 -0.33
C -1.280 -0.167 0.100 0.32 0.16 0.16
C -0.189 0.000 1.074 -0.11 -0.07 0.22
N -1.162 -0.655 -1.080 -0.35 0.33 -0.03
N 1.143 1.058 -1.104 -0.48 0.81 0.55
O 1.009 -0.074 -1.833 -0.10 -0.70 -0.38
H -0.027 -1.606 -2.514 0.19 0.01 0.04
H -2.291 0.093 0.387 -0.15 0.05 0.09
H 0.580 0.644 0.590 0.00 -0.06 -0.03
H 0.302 -0.957 1.263 0.02 -0.03 0.00
H -0.532 0.432 2.009 -0.07 -0.07 0.09
H 2.033 1.453 -1.413 -0.05 -0.46 -0.37
```
Forces are in eV/Å.

Values from the calculation:
**HOMO (alpha / beta)**: -0.2885 / -0.2888 Eh
**Spin multiplicity**: 1
**ΔE to the lowest compared entry with this formula, charge and spin**: 118.5 kcal per mole
**Net charge**: 0
**HOMO-LUMO gap (alpha / beta)**: 7.84 / 7.84 eV

Entry from OMol25: one molecule with the formula C3H6N2O (ωB97M-V/def2-TZVPD).

XYZ file:
```
12
Properties=species:S:1:pos:R:3:forces:R:3
N -1.217 0.168 -1.399 -0.03 0.05 -0.14
C -0.564 -0.858 -0.402 -0.10 -0.34 0.08
O -0.795 -2.029 -0.474 0.12 0.56 0.03
C -0.073 0.121 0.547 -0.01 -0.30 0.14
C 1.050 -0.089 1.463 0.06 -0.18 0.25
N 1.267 0.702 0.243 0.07 0.31 -0.09
H -2.165 -0.080 -1.673 0.15 0.03 0.07
H -0.638 0.351 -2.217 -0.08 -0.04 0.14
H -1.058 0.834 -0.380 -0.11 -0.02 -0.23
H 1.575 -1.043 1.477 -0.10 0.14 -0.02
H 1.034 0.432 2.419 0.00 -0.07 -0.17
H 1.239 1.690 0.490 0.03 -0.14 -0.05
```
Forces are in eV/Å.

Values from the calculation:
**HOMO**: -0.3009 Eh
**SMILES**: [NH3+]/C([O-])=C1/CN1
**Spin multiplicity**: 1
**ΔE to the lowest compared entry with this formula, charge and spin**: 112.9 kcal per mole
**Net charge**: 0
**HOMO-LUMO gap**: 8.82 eV

Entry from OMol25: a 2-piece molecular cluster, C3H6N2O overall (ωB97M-V/def2-TZVPD).

XYZ file:
```
12
Properties=species:S:1:pos:R:3:forces:R:3
C 0.167 0.090 -0.610 0.86 1.03 0.90
C 0.495 1.341 -0.144 -0.70 -0.84 0.66
N -0.723 1.962 0.014 1.18 1.31 -0.13
C -1.674 1.160 -0.469 -0.12 -1.80 0.64
N -1.202 -0.071 -0.712 0.50 1.27 -1.33
H 1.044 -0.527 -0.774 -0.98 -1.11 -0.21
H 1.413 1.639 0.354 -0.26 0.33 -0.48
H -0.810 2.897 0.374 -0.35 0.00 -0.21
H -2.691 1.494 -0.586 -0.12 -0.22 0.17
O 1.570 -3.201 1.143 0.23 0.04 0.03
H 0.648 -3.438 1.193 -0.52 -0.03 0.26
H 1.762 -3.346 0.217 0.29 0.01 -0.30
```
Forces are in eV/Å.

Values from the calculation:
**HOMO**: -0.3248 Eh
**SMILES**: c1c[nH]cn1.O
**Spin multiplicity**: 1
**ΔE to the lowest compared entry with this formula, charge and spin**: 32.1 kcal per mole
**Net charge**: 0
**HOMO-LUMO gap**: 9.73 eV